DFT (ωB97M-V/def2-TZVPD) results for a structure of composition C39H39Cl3N3O5TaTe in a non-equilibrium geometry.

Summary:
Max |F|, eV/Å: 1.53
LUMO level (alpha / beta), eV: -3.48 / -3.44
E_tot, eV: -102192.7830
Energy relative to the best compared isomer or geometry (same formula, charge and spin), eV: 0.000
Total charge: +1
Spin multiplicity: 2
HOMO-LUMO gap (alpha / beta), eV: 7.4 / 7.6

Each line ends with the natural charge from an NBO analysis.
Atoms and positions in Å:
Ta: -0.8001 0.6049 1.1796  2.264
C: 2.6433 1.2911 3.7093  -0.686
C: 1.6773 1.7925 2.6792  0.484
O: 0.7292 0.9520 2.3060  -0.792
C: 1.7104 3.0393 2.1771  -0.397
C: 0.6270 3.5986 1.4296  0.381
C: 0.6065 5.0834 1.2345  -0.676
N: -0.3750 2.8629 1.0097  -0.443
N: -1.4562 3.6336 0.5393  -0.352
C: -2.4916 2.9003 0.4521  0.552
O: -2.3988 1.5899 0.7488  -0.796
C: -3.8038 3.4326 0.0455  -0.063
C: -4.7819 2.5538 -0.4098  -0.194
C: -6.0176 3.0388 -0.8109  -0.198
C: -6.2809 4.3997 -0.7450  -0.183
C: -5.3109 5.2772 -0.2713  -0.208
C: -4.0724 4.7982 0.1235  -0.186
H: 2.4489 0.2488 3.9529  0.237
H: 2.5588 1.8919 4.6176  0.250
H: 3.6683 1.3857 3.3464  0.246
H: 2.5035 3.7021 2.4964  0.237
H: 1.6128 5.4884 1.3290  0.227
H: -0.0254 5.5414 1.9991  0.257
H: 0.1760 5.3410 0.2722  0.261
H: -4.5697 1.4924 -0.4538  0.220
H: -6.7769 2.3556 -1.1721  0.222
H: -7.2446 4.7800 -1.0629  0.224
H: -5.5252 6.3366 -0.2037  0.224
H: -3.3086 5.4669 0.5016  0.229
Cl: -4.1829 -1.2855 -2.1532  0.069
C: -3.9541 -1.7051 -0.4620  -0.211
Cl: -3.5746 -3.4453 -0.3024  0.040
Cl: -5.4132 -1.3270 0.4484  0.081
C: -2.7262 -0.9622 0.1417  0.763
O: -1.7935 -0.5523 -0.6082  -0.722
O: -2.6673 -0.8169 1.3835  -0.665
C: 6.9705 -3.0908 -1.2411  -0.634
C: 5.4869 -2.9200 -1.0224  0.034
C: 4.5626 -3.3913 -1.9429  -0.214
C: 3.1975 -3.2231 -1.7682  -0.009
C: 2.2850 -3.7903 -2.8356  -0.657
C: 2.7382 -2.5361 -0.6257  -0.362
Te: 0.6129 -2.3695 -0.5759  1.670
N: 0.1282 -1.2883 1.0846  -1.110
C: -0.0312 -2.3331 1.9980  0.666
O: 0.4380 -3.4375 1.7229  -0.629
C: -0.8983 -2.1688 3.2097  -0.155
C: -1.9070 -3.1155 3.3709  -0.103
C: -2.8563 -2.9561 4.3658  -0.206
C: -2.8034 -1.8526 5.2100  -0.183
C: -1.7735 -0.9334 5.0806  -0.199
C: -0.8171 -1.0897 4.0830  -0.226
C: 0.4538 -0.9673 -2.1607  -0.358
C: -0.4731 -1.2572 -3.1769  0.006
C: -1.2703 -2.5383 -3.2870  -0.652
C: -0.6804 -0.2872 -4.1530  -0.172
C: -0.0395 0.9454 -4.1309  0.025
C: -0.3610 2.0130 -5.1466  -0.635
C: 0.8887 1.1855 -3.1269  -0.222
C: 1.1524 0.2527 -2.1359  -0.011
C: 2.2163 0.5926 -1.1114  -0.635
C: 3.6432 -2.0712 0.3321  0.104
C: 3.2911 -1.3668 1.6184  -0.666
C: 5.0009 -2.2753 0.1036  -0.241
H: 7.1785 -3.8468 -1.9980  0.225
H: 7.4714 -3.3796 -0.3158  0.228
H: 7.4158 -2.1508 -1.5742  0.231
H: 4.9117 -3.9179 -2.8266  0.217
H: 2.8343 -4.4718 -3.4824  0.244
H: 1.8759 -2.9972 -3.4651  0.234
H: 1.4558 -4.3626 -2.4116  0.219
H: -1.9508 -3.9602 2.6956  0.224
H: -3.6439 -3.6919 4.4791  0.227
H: -3.5572 -1.7153 5.9772  0.227
H: -1.7087 -0.0913 5.7598  0.223
H: 0.0205 -0.4119 4.0375  0.230
H: -1.7444 -2.8251 -2.3502  0.225
H: -0.6461 -3.3713 -3.6167  0.225
H: -2.0665 -2.4211 -4.0208  0.236
H: -1.3935 -0.4951 -4.9459  0.208
H: -1.1184 1.6736 -5.8528  0.223
H: 0.5279 2.3033 -5.7118  0.231
H: -0.7386 2.9085 -4.6489  0.230
H: 1.4218 2.1328 -3.1105  0.215
H: 3.1906 0.2173 -1.4306  0.242
H: 2.0200 0.1587 -0.1317  0.201
H: 2.3008 1.6735 -0.9849  0.228
H: 2.2464 -1.1062 1.6989  0.219
H: 3.8797 -0.4515 1.7016  0.217
H: 3.5486 -2.0009 2.4708  0.239
H: 5.7023 -1.9143 0.8520  0.213

Force components x, y, z for each atom (eV/Å):
Ta -1.17 0.10 -0.42
C 0.03 0.03 0.01
C -0.06 -0.42 0.09
O 0.41 0.10 0.63
C 0.02 0.50 -0.22
C 0.11 0.00 0.04
C 0.15 0.01 0.03
N -0.41 -0.45 -0.16
N 0.59 -0.03 0.03
C -0.19 -0.37 0.05
O -0.88 1.10 -0.26
C 0.00 -0.23 0.03
C -0.04 -0.05 -0.02
C 0.00 -0.01 0.00
C 0.01 0.04 0.00
C 0.03 -0.01 0.01
C 0.05 0.00 -0.03
H 0.00 0.02 -0.03
H 0.01 -0.05 -0.04
H -0.04 0.00 0.04
H -0.06 0.00 -0.06
H -0.04 -0.02 0.03
H 0.00 -0.02 -0.02
H 0.02 0.02 -0.02
H -0.03 0.07 0.00
H 0.05 0.02 0.01
H 0.05 -0.02 0.04
H 0.02 -0.04 -0.01
H -0.06 -0.01 -0.04
Cl -0.02 0.08 0.03
C 0.20 0.00 0.17
Cl 0.04 0.13 -0.01
Cl 0.14 0.00 0.00
C 0.14 0.02 0.18
O -0.50 0.18 0.41
O 0.54 0.32 -0.25
C -0.15 0.02 0.06
C 0.18 0.02 0.00
C 0.07 -0.06 -0.08
C -0.18 -0.03 -0.05
C 0.00 0.14 0.17
C 0.02 -0.18 -0.11
Te 0.25 -0.17 -0.46
N 0.10 -1.53 0.02
C 0.02 0.19 -0.12
O 0.13 0.07 0.04
C 0.05 0.23 -0.21
C 0.03 -0.04 -0.02
C 0.00 0.01 0.03
C -0.02 0.01 0.01
C 0.02 0.01 0.01
C 0.00 -0.05 0.11
C 0.15 0.37 0.29
C 0.02 0.06 0.01
C 0.21 0.05 0.04
C -0.03 0.03 -0.05
C -0.10 0.05 -0.12
C 0.05 -0.11 0.02
C 0.03 0.13 -0.03
C 0.16 -0.14 0.13
C -0.17 0.01 -0.11
C -0.02 -0.03 0.11
C 0.09 -0.10 -0.04
C 0.10 0.02 0.04
H -0.03 0.03 0.03
H -0.03 0.00 -0.04
H -0.02 -0.02 0.00
H -0.03 0.03 0.07
H 0.02 0.02 0.04
H -0.05 0.01 0.00
H -0.04 0.00 0.00
H -0.01 0.01 0.01
H 0.04 0.06 -0.02
H 0.07 -0.04 -0.06
H 0.02 -0.07 -0.02
H -0.01 0.10 -0.08
H 0.04 0.00 0.05
H 0.07 -0.02 0.02
H 0.07 0.01 0.02
H 0.03 0.03 0.08
H 0.04 0.01 0.03
H -0.04 -0.03 0.04
H 0.01 -0.03 -0.01
H -0.06 -0.05 0.02
H 0.01 -0.01 -0.01
H -0.03 0.02 0.05
H -0.05 -0.03 -0.04
H -0.09 0.04 0.00
H 0.02 -0.01 0.00
H -0.01 0.01 -0.04
H -0.05 -0.02 -0.05